Entry 1
ORCA calculation (wB97M-V/def2-TZVPD) on C17H29N5O7 in the gas phase.

Output
LUMO level in eV: 0.60
Kohn-Sham gap in eV: 9.3
SMILES string: COCCOCC(=O)NC[C@@]1(OC)CCN(C(=O)CCCn2c(O)nnc2O)C1
E_HOMO in Eh: -0.321

```
! wB97M-V def2-TZVPD RIJCOSX def2/J DEFGRID3
* xyz 0 1
C -2.33 2.46 -2.97
O -1.53 1.29 -3.03
C -2.06 0.34 -3.94
C -1.25 -0.93 -3.87
O -1.45 -1.52 -2.60
C -0.63 -2.65 -2.38
C -0.51 -2.93 -0.90
O 0.03 -3.94 -0.49
N -1.04 -1.99 -0.10
C -0.96 -2.08 1.34
C -1.40 -0.76 1.98
O -2.65 -0.33 1.46
C -3.71 -1.25 1.62
C -1.37 -0.86 3.50
C 0.05 -0.47 3.90
N 0.44 0.46 2.84
C 1.51 1.27 3.02
O 2.17 1.24 4.05
C 1.84 2.25 1.92
C 3.32 2.17 1.53
C 3.53 2.26 0.02
N 3.03 1.08 -0.67
C 1.86 0.90 -1.35
O 0.97 1.89 -1.45
N 1.76 -0.30 -1.83
N 2.92 -0.98 -1.45
C 3.63 -0.14 -0.78
O 4.82 -0.34 -0.21
C -0.41 0.38 1.66
H -1.86 3.14 -2.26
H -2.39 2.95 -3.94
H -3.33 2.22 -2.61
H -3.10 0.12 -3.68
H -2.03 0.73 -4.96
H -1.59 -1.61 -4.66
H -0.19 -0.72 -4.02
H -1.05 -3.54 -2.87
H 0.39 -2.48 -2.75
H -1.50 -1.20 -0.53
H -1.57 -2.90 1.71
H 0.07 -2.30 1.64
H -4.62 -0.73 1.30
H -3.58 -2.14 1.00
H -3.83 -1.55 2.67
H -2.09 -0.14 3.90
H -1.64 -1.85 3.87
H 0.10 0.02 4.87
H 0.72 -1.33 3.93
H 1.20 2.12 1.05
H 1.62 3.25 2.31
H 3.89 2.96 2.01
H 3.76 1.24 1.88
H 3.02 3.13 -0.40
H 4.59 2.35 -0.21
H 0.20 1.54 -1.96
H 5.06 -1.26 -0.38
H 0.16 0.16 0.76
H -0.98 1.30 1.51
*
```

Entry 2
ORCA calculation (wB97M-V/def2-TZVPD) on C17H29N5O7 in the gas phase.

Output
LUMO level in eV: 0.56
Kohn-Sham gap in eV: 9.4
SMILES string: COCCOCC(=O)NC[C@@]1(OC)CCN(C(=O)CCCn2c(O)nnc2O)C1
E_HOMO in Eh: -0.326

```
! wB97M-V def2-TZVPD RIJCOSX def2/J DEFGRID3
* xyz 0 1
C -2.98 2.02 -2.57
O -2.01 1.01 -2.64
C -2.33 0.04 -3.61
C -1.36 -1.09 -3.52
O -1.55 -1.72 -2.28
C -0.64 -2.76 -2.03
C -0.39 -2.89 -0.56
O 0.25 -3.83 -0.12
N -0.89 -1.90 0.20
C -0.69 -1.86 1.61
C -1.05 -0.49 2.14
O -2.34 -0.09 1.71
C -3.37 -0.95 2.10
C -0.87 -0.44 3.66
C 0.58 -0.04 3.87
N 0.89 0.75 2.69
C 1.99 1.52 2.66
O 2.79 1.54 3.58
C 2.25 2.34 1.42
C 3.58 1.96 0.78
C 3.47 1.91 -0.72
N 2.56 0.87 -1.16
C 1.27 0.99 -1.56
O 0.70 2.18 -1.57
N 0.74 -0.14 -1.88
N 1.74 -1.10 -1.69
C 2.78 -0.47 -1.27
O 3.97 -0.97 -0.96
C -0.08 0.57 1.61
H -2.67 2.73 -1.81
H -3.08 2.54 -3.53
H -3.96 1.60 -2.28
H -3.35 -0.33 -3.44
H -2.28 0.49 -4.61
H -1.57 -1.79 -4.34
H -0.33 -0.73 -3.61
H -1.06 -3.71 -2.39
H 0.32 -2.59 -2.51
H -1.40 -1.16 -0.26
H -1.28 -2.65 2.10
H 0.36 -2.07 1.85
H -4.30 -0.48 1.80
H -3.30 -1.93 1.61
H -3.39 -1.10 3.19
H -1.54 0.32 4.05
H -1.11 -1.38 4.16
H 0.73 0.54 4.77
H 1.24 -0.92 3.91
H 1.44 2.26 0.69
H 2.26 3.39 1.74
H 4.36 2.66 1.07
H 3.91 0.99 1.15
H 3.09 2.84 -1.12
H 4.45 1.72 -1.17
H -0.22 2.06 -1.88
H 3.89 -1.94 -1.08
H 0.41 0.22 0.69
H -0.63 1.48 1.39
*
```

entry 1 is favored, and the nearest alternative lies 0.0124 hartree above it.

Entry 1
ORCA calculation (wB97M-V/def2-TZVPD) on a gas-phase ion, C3H10NO (charge +1).

Output
LUMO level in eV: -3.55
Kohn-Sham gap in eV: 11.6
SMILES string: C[C@@H]([NH3+])CO
E_HOMO in Eh: -0.558

```
! wB97M-V def2-TZVPD RIJCOSX def2/J DEFGRID3
* xyz 1 1
C 1.26 -0.21 0.14
O 1.75 -0.28 -1.22
C -0.24 -0.26 -0.01
C -1.06 -0.31 1.24
N -0.71 0.86 -0.91
H 1.65 -1.07 0.67
H 1.58 0.77 0.51
H 2.52 -0.80 -1.27
H -0.44 -1.17 -0.57
H -0.76 -1.12 1.90
H -2.13 -0.49 1.11
H -1.05 0.57 1.89
H 0.02 1.57 -1.03
H -0.85 0.61 -1.90
H -1.53 1.34 -0.56
*
```

Entry 2
ORCA calculation (wB97M-V/def2-TZVPD) on 2 unconnected molecules or ions with the total composition C3H10NO.

Output
LUMO level in eV: -3.38
Kohn-Sham gap in eV: 11.0
E_HOMO in Eh: -0.529

```
! wB97M-V def2-TZVPD RIJCOSX def2/J DEFGRID3
* xyz 1 1
C 0.94 1.01 -1.43
C -0.02 -0.04 -0.97
C -0.09 -1.30 -1.38
N -0.73 0.36 0.28
H 1.63 0.62 -2.17
H 1.51 1.28 -0.54
H 0.59 1.92 -1.91
H -0.22 -2.16 -0.74
H 0.26 -1.46 -2.39
H -1.13 1.30 0.15
H -1.61 -0.17 0.28
H -0.21 0.15 1.16
H 0.41 -0.31 3.49
H -1.07 -0.70 3.34
O -0.27 -0.51 2.83
*
```

entry 1 is favored, and the nearest alternative lies 0.0193 hartree above it.

Entry 1
ORCA calculation (wB97M-V/def2-TZVPD) on 2 unconnected molecules or ions with the total composition C3H10NO.

Output
LUMO level in eV: -7.93
Kohn-Sham gap in eV: 4.4
E_HOMO in Eh: -0.452

```
! wB97M-V def2-TZVPD RIJCOSX def2/J DEFGRID3
* xyz 1 1
C 0.22 -0.56 0.16
O -0.46 0.69 0.10
C 0.81 -0.66 1.49
C 2.24 -0.75 1.61
N -2.91 1.43 -2.67
H -0.63 -1.26 0.11
H 0.93 -0.67 -0.65
H -0.07 1.35 0.69
H 0.17 -0.67 2.36
H 2.50 -1.01 2.63
H 2.73 0.20 1.34
H 2.72 -1.48 0.93
H -3.18 0.93 -1.83
H -1.90 1.48 -2.73
H -3.17 0.97 -3.53
*
```

Entry 2
ORCA calculation (wB97M-V/def2-TZVPD) on 2 unconnected molecules or ions with the total composition C3H10NO.

Output
LUMO level in eV: -3.99
Kohn-Sham gap in eV: 8.4
E_HOMO in Eh: -0.457

```
! wB97M-V def2-TZVPD RIJCOSX def2/J DEFGRID3
* xyz 1 1
C 1.31 0.65 -0.44
N 1.91 1.69 -1.38
H 1.28 -0.29 -0.97
H 0.32 0.98 -0.15
H 2.02 0.58 0.38
H 1.25 1.87 -2.13
H 2.22 2.53 -0.88
H 2.76 1.34 -1.83
C -2.20 -1.35 1.89
C -2.02 -1.04 0.61
O -0.91 -1.46 -0.11
H -2.93 -0.75 2.42
H -1.42 -1.81 2.47
H -2.81 -0.56 0.05
H -0.78 -2.39 0.07
*
```

entry 2 is favored, and the nearest alternative lies 0.0805 hartree above it.

Entry 1
ORCA calculation (wB97M-V/def2-TZVPD) on 2 unconnected molecules or ions with the total composition C3H10NO.

Output
LUMO level in eV: -8.31
Kohn-Sham gap in eV: 5.8
E_HOMO in Eh: -0.518

```
! wB97M-V def2-TZVPD RIJCOSX def2/J DEFGRID3
* xyz 1 1
C -0.94 -0.89 2.36
C 0.72 0.54 -0.75
C 0.36 0.35 -2.16
O 1.60 0.23 -2.81
N -1.21 -0.04 1.22
H 0.11 -1.14 2.47
H -1.26 -0.43 3.29
H 0.99 1.44 -0.22
H 1.26 -0.32 -0.35
H -0.17 -0.60 -2.29
H -0.24 1.12 -2.61
H 2.32 0.67 -2.32
H -1.49 -1.82 2.23
H -0.49 0.00 0.50
H -1.56 0.89 1.43
*
```

Entry 2
ORCA calculation (wB97M-V/def2-TZVPD) on 2 unconnected molecules or ions with the total composition C3H10NO.

Output
LUMO level in eV: -9.79
Kohn-Sham gap in eV: 5.7
E_HOMO in Eh: -0.569

```
! wB97M-V def2-TZVPD RIJCOSX def2/J DEFGRID3
* xyz 1 1
O 1.46 -0.49 -1.45
C 2.47 0.19 -0.73
C 1.95 0.45 0.74
N 0.62 0.92 0.58
C -3.71 -0.76 0.06
H 0.69 -0.06 -1.12
H 3.33 -0.45 -0.79
H 2.73 1.19 -1.08
H 2.72 1.02 1.28
H 1.92 -0.59 1.09
H 0.43 1.67 1.20
H -3.02 -0.84 0.94
H -4.04 0.17 0.00
H -4.52 -1.48 0.06
H -3.02 -0.93 -0.80
*
```

entry 1 is favored, and the nearest alternative lies 0.0423 hartree above it.